A molecular structure, C49H95BN5O13Tl in a non-equilibrium geometry. Source: OMol25; level of theory: the ωB97M-V functional and the def2-TZVPD basis.

Summary:
- Kohn-Sham gap (eV) = 1.5
- total charge = +2
- relative energy (zero: lowest compared OMol25 entry of this formula, charge and spin) (eV) = 0.000
- E_LUMO (hartree) = -0.37398

XYZ file:
```
164
Properties=species:S:1:pos:R:3:mulliken_charge:R:1
Tl -4.37 3.40 1.04 0.958
O -2.66 -1.07 -0.80 -0.913
C -1.62 -0.46 -0.91 0.985
O -0.44 -0.93 -1.20 0.500
B 0.57 0.12 -0.92 0.904
O -0.18 1.35 -0.72 -0.135
C -1.46 1.05 -0.56 -0.396
O -2.34 1.78 -0.24 -0.343
O 1.57 0.16 -2.00 -0.379
C 2.56 -0.69 -1.70 0.178
O 3.44 -1.08 -2.40 -0.600
C 2.44 -0.95 -0.16 0.664
O 1.37 -0.29 0.26 -0.547
O 3.10 -1.71 0.47 -0.668
C 4.29 -2.34 4.39 -1.572
C 2.85 -2.49 5.00 1.541
C 2.80 -3.51 6.17 -0.794
C 2.89 -2.93 7.59 -0.860
C 3.71 -1.64 7.58 -1.093
C 3.11 -0.60 6.65 1.552
N 2.45 -1.19 5.50 0.348
O 1.94 -0.30 4.59 -0.235
C 2.04 0.22 7.43 -1.794
C 4.20 0.45 6.27 -1.753
C 1.99 -2.97 3.83 -1.943
H 4.35 -1.58 3.62 0.159
H 4.69 -3.30 4.06 0.517
H 4.94 -2.00 5.20 0.417
H 1.84 -4.00 6.05 0.315
H 3.73 -4.08 6.08 0.383
H 3.32 -3.65 8.28 0.462
H 1.92 -2.69 8.03 0.317
H 4.77 -1.80 7.36 0.429
H 3.71 -1.23 8.60 0.499
H 2.54 0.70 8.27 0.504
H 1.48 0.96 6.87 0.329
H 1.30 -0.46 7.87 0.360
H 4.33 1.12 7.12 0.482
H 5.18 -0.01 6.14 0.351
H 3.96 1.00 5.36 0.426
H 2.25 -4.01 3.61 0.491
H 2.14 -2.39 2.92 0.095
H 0.96 -3.04 4.20 0.552
H 2.72 0.09 4.15 0.127
C 1.19 -5.45 -1.01 -1.413
C -0.14 -5.04 -1.66 2.250
C -0.50 -6.09 -2.73 -1.520
C -1.22 -7.35 -2.21 -0.790
C -2.35 -6.88 -1.33 -1.245
C -2.02 -5.90 -0.17 1.259
N -1.18 -4.84 -0.69 0.613
O -0.87 -3.88 0.24 -0.125
C -3.37 -5.30 0.26 -1.981
C -1.35 -6.65 1.01 -1.578
C 0.09 -3.74 -2.44 -2.083
H 1.12 -5.84 0.01 0.262
H 1.95 -4.68 -0.92 0.327
H 1.66 -6.30 -1.52 0.352
H -1.29 -5.73 -3.41 0.380
H 0.38 -6.28 -3.32 0.584
H -0.51 -8.05 -1.75 0.344
H -1.65 -7.90 -3.04 0.443
H -2.94 -7.66 -0.84 0.492
H -3.03 -6.29 -1.95 0.424
H -3.24 -4.71 1.17 0.396
H -3.77 -4.68 -0.54 0.449
H -4.08 -6.10 0.47 0.450
H -1.39 -5.97 1.86 0.371
H -1.98 -7.49 1.32 0.396
H -0.34 -6.95 0.76 0.378
H 0.60 -3.89 -3.39 0.483
H 0.66 -3.03 -1.85 -0.084
H -0.88 -3.30 -2.70 0.447
H -1.29 -3.05 -0.06 0.074
C 2.49 3.31 -3.47 -1.539
C 1.28 3.84 -4.29 2.410
C 1.81 4.44 -5.59 -1.270
C 1.98 3.53 -6.80 -0.726
C 0.77 2.64 -6.99 -1.367
C 0.40 1.85 -5.72 1.797
N 0.34 2.77 -4.60 -0.316
O -0.18 2.11 -3.49 0.300
C -0.96 1.24 -6.03 -1.941
C 1.41 0.71 -5.49 -1.636
C 0.52 4.89 -3.46 -2.018
H 3.07 2.62 -4.07 0.322
H 2.15 2.71 -2.61 -0.170
H 3.06 4.14 -3.06 0.743
H 1.29 5.35 -5.92 0.474
H 2.82 4.80 -5.40 0.326
H 2.85 2.88 -6.70 0.292
H 2.17 4.15 -7.68 0.469
H 0.86 2.00 -7.87 0.511
H -0.14 3.20 -7.25 0.450
H -0.86 0.66 -6.96 0.446
H -1.23 0.45 -5.33 0.248
H -1.77 1.94 -6.20 0.426
H 1.83 0.45 -6.46 0.423
H 2.28 0.88 -4.86 0.254
H 0.94 -0.20 -5.12 0.389
H 1.13 5.77 -3.28 0.414
H 0.29 4.46 -2.49 0.193
H -0.35 5.20 -4.04 0.493
H 0.61 1.67 -3.12 0.169
C -5.93 0.19 -2.48 -1.764
C -6.10 1.53 -1.73 1.922
C -7.42 2.12 -2.23 -1.482
C -8.69 1.52 -1.65 -0.615
C -8.59 1.62 -0.14 -1.379
C -7.35 0.89 0.39 1.702
N -6.14 1.43 -0.24 0.364
O -4.97 0.75 0.19 -0.036
C -7.31 1.27 1.89 -1.814
C -7.49 -0.63 0.31 -1.773
C -4.93 2.41 -2.16 -1.754
H -5.21 -0.53 -2.07 0.275
H -5.51 0.40 -3.47 0.499
H -6.85 -0.36 -2.64 0.392
H -7.39 3.18 -1.92 0.376
H -7.46 2.15 -3.32 0.441
H -8.83 0.47 -1.92 0.292
H -9.55 2.02 -2.09 0.451
H -9.44 1.11 0.34 0.450
H -8.73 2.65 0.19 0.376
H -7.70 2.26 2.09 0.344
H -7.86 0.56 2.51 0.400
H -6.29 1.18 2.27 0.341
H -6.76 -1.11 0.96 0.409
H -8.51 -0.99 0.40 0.407
H -7.25 -0.96 -0.71 0.370
H -4.00 1.85 -2.20 0.098
H -4.78 3.31 -1.56 0.120
H -5.16 2.84 -3.14 0.506
H -4.93 -0.09 -0.29 0.196
C 4.64 1.72 0.01 -1.613
C 4.91 3.00 0.83 1.765
C 4.56 4.23 -0.03 -1.635
C 3.07 4.51 -0.06 1.114
C 2.63 4.72 1.37 -2.155
C 2.85 3.48 2.26 2.677
N 4.25 3.07 2.13 0.130
O 4.60 2.02 2.96 -0.313
C 2.59 3.90 3.70 -1.869
C 1.89 2.38 1.79 -0.522
C 6.43 3.14 1.14 -2.034
H 4.73 0.79 0.57 0.557
H 5.35 1.73 -0.81 0.595
H 3.64 1.76 -0.43 -0.004
H 5.01 5.12 0.41 0.405
H 5.02 4.07 -1.00 0.576
H 2.47 3.79 -0.63 -1.107
H 2.91 5.41 -0.66 0.503
H 1.58 4.98 1.50 0.526
H 3.22 5.56 1.75 0.347
H 2.50 3.06 4.39 0.155
H 3.42 4.54 4.01 0.525
H 1.67 4.48 3.84 0.389
H 2.14 1.40 2.18 -0.430
H 0.86 2.61 2.09 0.697
H 1.88 2.31 0.71 -0.678
H 6.52 3.93 1.87 0.477
H 7.01 3.39 0.26 0.390
H 6.77 2.23 1.63 0.369
H 4.50 1.20 2.44 0.312
```

***

8 unconnected molecules or ions with the total composition C49H98BClF7IN4O17P in a non-equilibrium geometry. Source: OMol25; level of theory: the ωB97M-V functional and the def2-TZVPD basis.

Summary:
- Kohn-Sham gap (eV) = 7.6
- total charge = +1
- E_LUMO (hartree) = -0.11527

XYZ file:
```
179
Properties=species:S:1:pos:R:3:mulliken_charge:R:1
C 6.23 0.95 -4.50 -1.475
C 5.57 0.18 -3.37 -0.262
O 5.15 1.03 -2.31 -0.017
C 3.82 1.45 -2.38 -3.004
C 3.18 1.54 -1.00 0.685
C 4.03 2.50 -0.12 0.723
F 3.21 3.21 0.70 -0.182
F 4.66 3.41 -0.89 -0.351
C 5.12 1.87 0.82 0.731
F 5.71 0.80 0.33 -0.207
F 4.51 1.57 1.98 -0.226
C 6.24 2.89 1.18 0.407
F 5.75 4.05 1.56 -0.238
F 7.09 3.04 0.20 -0.225
F 6.91 2.38 2.22 -0.215
C 1.77 2.17 -1.25 0.702
C 1.75 3.64 -1.67 -1.148
C 0.86 3.82 -2.88 -0.275
O 0.88 3.12 -3.81 -0.475
I -0.51 5.49 -2.86 0.006
C 0.82 1.87 -0.07 -1.249
B -0.58 2.65 -0.14 1.302
N -1.08 3.44 0.97 0.114
O -1.32 2.54 -1.27 -1.048
N 0.73 0.37 -0.01 0.958
P -0.75 -0.34 0.67 -0.176
C -0.43 -2.14 0.85 -1.322
C -1.97 -0.36 -0.72 0.852
C -2.92 -1.56 -0.61 -1.964
C 1.94 -0.03 0.43 -1.561
N 2.06 -0.63 1.59 0.610
Cl 3.48 -1.27 2.21 -0.048
N 3.09 0.20 -0.33 1.818
C 3.26 -0.99 -1.17 0.416
C 2.28 -1.43 -2.06 -0.345
C 2.48 -2.57 -2.84 -1.234
C 3.67 -3.29 -2.73 -0.816
C 4.65 -2.87 -1.82 -0.891
C 4.44 -1.73 -1.04 -0.561
H 7.02 1.58 -4.10 0.313
H 5.51 1.54 -5.05 0.310
H 6.68 0.23 -5.17 0.435
H 6.32 -0.49 -2.95 0.393
H 4.76 -0.46 -3.74 0.228
H 3.21 0.83 -3.04 0.743
H 3.80 2.44 -2.83 1.168
H 1.39 1.58 -2.08 0.379
H 2.70 4.02 -2.01 0.742
H 1.44 4.32 -0.89 0.746
H 1.32 2.20 0.84 -0.114
H -1.68 2.85 1.54 0.193
H -0.32 3.83 1.53 0.014
H -1.86 3.33 -1.41 0.200
H -1.33 -2.56 1.27 0.367
H 0.37 -2.37 1.55 0.709
H -0.21 -2.65 -0.08 0.353
H -1.41 -0.43 -1.65 -0.656
H -2.55 0.55 -0.70 0.446
H -3.79 -1.43 -1.23 0.600
H -3.26 -1.67 0.42 0.498
H -2.44 -2.50 -0.87 0.359
H 1.25 -0.76 2.18 -0.063
H 1.36 -0.88 -2.19 0.664
H 1.71 -2.87 -3.53 0.706
H 3.82 -4.16 -3.36 0.469
H 5.56 -3.44 -1.73 0.511
H 5.21 -1.42 -0.34 0.528
C -3.73 -4.33 -2.38 -1.084
O -4.09 -4.47 -1.02 -0.308
C -5.50 -4.59 -0.82 -0.482
C -5.90 -6.03 -0.62 -0.638
O -5.68 -6.78 -1.80 -0.362
C -4.50 -7.55 -1.78 -0.241
H -2.65 -4.48 -2.46 0.286
H -4.23 -5.08 -3.01 0.720
H -3.98 -3.33 -2.74 0.241
H -6.04 -4.15 -1.66 0.325
H -5.75 -4.02 0.08 0.371
H -6.97 -6.07 -0.40 0.403
H -5.36 -6.47 0.22 0.326
H -4.63 -8.44 -1.14 0.373
H -3.64 -6.98 -1.42 0.239
H -4.30 -7.88 -2.79 -0.193
C -1.20 -1.67 -7.17 -0.620
O -2.43 -1.49 -6.48 -0.470
C -2.46 -2.13 -5.21 -0.732
C -2.24 -1.15 -4.09 0.499
O -0.92 -0.62 -4.11 0.028
C -0.84 0.69 -4.66 -0.761
H -1.19 -0.97 -8.00 0.261
H -0.34 -1.47 -6.53 0.186
H -1.13 -2.69 -7.56 0.318
H -1.73 -2.94 -5.16 0.249
H -3.46 -2.57 -5.10 0.387
H -2.36 -1.67 -3.13 -0.553
H -2.98 -0.34 -4.13 0.447
H -1.24 1.43 -3.96 0.094
H -1.38 0.76 -5.61 0.471
H 0.21 0.91 -4.83 0.218
C -1.19 -9.27 -7.27 -0.688
O -2.51 -8.89 -7.60 -0.375
C -3.45 -9.16 -6.57 -0.713
C -3.80 -7.91 -5.80 -0.369
O -2.68 -7.41 -5.07 -0.354
C -2.06 -6.31 -5.70 -0.724
H -0.53 -8.83 -8.02 0.246
H -0.90 -8.91 -6.28 0.283
H -1.08 -10.36 -7.31 0.332
H -3.08 -9.93 -5.89 0.330
H -4.36 -9.54 -7.05 0.391
H -4.58 -8.15 -5.07 0.383
H -4.19 -7.14 -6.47 0.348
H -2.67 -5.40 -5.59 0.183
H -1.89 -6.50 -6.76 0.428
H -1.10 -6.15 -5.22 0.296
C 6.05 -1.47 6.55 -0.690
O 6.83 -0.54 5.81 -0.454
C 6.11 0.13 4.81 -0.182
C 5.71 1.53 5.23 -0.270
O 4.78 1.51 6.30 -0.353
C 5.36 1.76 7.57 -0.806
H 6.63 -1.76 7.43 0.261
H 5.11 -1.03 6.88 0.305
H 5.85 -2.36 5.95 0.290
H 5.22 -0.44 4.52 0.143
H 6.76 0.21 3.93 0.382
H 5.22 2.03 4.39 0.093
H 6.60 2.11 5.50 0.354
H 5.61 2.83 7.67 0.312
H 6.26 1.17 7.73 0.355
H 4.62 1.50 8.33 0.248
C 1.71 4.96 3.77 -0.900
O 0.59 5.70 3.31 -0.282
C -0.43 5.84 4.29 -0.408
C -0.39 7.19 4.96 -0.630
O 0.79 7.37 5.72 -0.390
C 1.77 8.16 5.07 -0.668
H 2.52 5.10 3.05 0.260
H 2.04 5.30 4.75 0.479
H 1.47 3.89 3.82 0.297
H -0.34 5.04 5.03 0.393
H -1.40 5.73 3.78 0.260
H -1.24 7.27 5.65 0.392
H -0.49 7.99 4.21 0.326
H 1.48 9.22 5.09 0.335
H 1.93 7.85 4.04 0.251
H 2.70 8.05 5.62 0.255
C -3.17 -0.77 7.11 -0.662
O -3.57 -1.93 6.40 -0.378
C -3.95 -1.67 5.06 -0.859
C -2.85 -2.06 4.09 0.016
O -1.69 -1.24 4.25 -0.161
C -0.66 -1.87 4.99 -0.859
H -2.70 -1.11 8.03 0.248
H -2.45 -0.18 6.54 0.250
H -4.03 -0.15 7.36 0.330
H -4.22 -0.62 4.92 0.361
H -4.83 -2.28 4.84 0.397
H -3.21 -1.92 3.07 0.014
H -2.59 -3.12 4.22 0.396
H -0.17 -2.65 4.39 0.296
H -1.04 -2.32 5.91 0.425
H 0.07 -1.11 5.25 0.207
C -5.11 7.58 2.89 -0.688
O -5.54 6.41 2.21 -0.396
C -5.87 6.63 0.85 -0.608
C -4.76 6.18 -0.07 -0.215
O -3.59 6.96 0.09 -0.500
C -2.60 6.33 0.89 -0.540
H -4.68 7.27 3.84 0.221
H -4.35 8.12 2.31 0.299
H -5.96 8.24 3.09 0.340
H -6.10 7.68 0.67 0.318
H -6.77 6.04 0.63 0.379
H -5.09 6.29 -1.11 0.449
H -4.54 5.12 0.10 0.111
H -2.11 5.53 0.35 0.067
H -3.03 5.93 1.82 0.401
H -1.86 7.08 1.15 0.335
```

***

A molecular structure, C4Ag9O12 in a non-equilibrium geometry. Source: OMol25; level of theory: the ωB97M-V functional and the def2-TZVPD basis.

Summary:
- Kohn-Sham gap (eV) = 2.0
- total charge = +1
- relative energy (zero: lowest compared OMol25 entry of this formula, charge and spin) (eV) = 22.769
- E_LUMO (hartree) = -0.22214

XYZ file:
```
25
Properties=species:S:1:pos:R:3:mulliken_charge:R:1
Ag 1.81 0.92 2.58 0.876
Ag 5.65 0.77 -0.40 0.442
Ag -3.19 -1.56 1.13 0.796
Ag -0.51 -5.94 -1.45 0.635
Ag -2.02 2.79 -0.71 0.662
Ag 2.43 -3.75 1.70 0.486
Ag 4.80 -2.68 -2.39 0.120
Ag 1.86 1.46 -3.27 0.548
Ag -2.07 -0.79 -2.99 0.400
C -2.20 3.08 3.19 0.696
O -2.40 1.82 3.06 -0.495
O -1.05 3.44 3.02 -0.478
O -3.22 3.77 2.93 -0.479
C -4.60 -3.61 -2.43 0.640
O -4.60 -3.45 -3.57 -0.416
O -3.53 -3.86 -1.84 -0.572
O -5.67 -3.66 -1.87 -0.476
C 3.93 3.79 1.18 0.749
O 4.48 2.92 1.87 -0.570
O 4.16 4.97 1.38 -0.498
O 3.37 3.33 0.29 -0.425
C 0.67 -0.92 -0.40 0.207
O 0.22 -2.05 -0.15 -0.688
O 1.86 -0.78 -0.52 -0.573
O -0.19 -0.03 -0.35 -0.589
```

***

A molecular structure, C4BO8Sn in a non-equilibrium geometry. Source: OMol25; level of theory: the ωB97M-V functional and the def2-TZVPD basis.

Summary:
- expectation value of S² = 0.75
- Kohn-Sham gap (spin up / spin down) (eV) = 5.5 / 5.7
- multiplicity = 2
- total charge = 0
- relative energy (zero: lowest compared OMol25 entry of this formula, charge and spin) (eV) = 0.091
- E_LUMO (spin up / spin down) (hartree) = -0.14634 / -0.14035

XYZ file:
```
14
Properties=species:S:1:pos:R:3:mulliken_charge:R:1
Sn 1.23 2.18 3.86 0.835
O -2.00 2.75 -0.92 -0.526
C -1.33 1.81 -0.59 0.449
O -0.99 0.68 -1.25 -0.420
B -0.10 -0.16 -0.42 1.081
O -0.07 0.54 0.83 -0.576
C -0.64 1.72 0.79 0.796
O -0.64 2.61 1.66 -0.668
O 1.18 -0.46 -1.11 -0.433
C 1.42 -1.76 -0.97 0.554
O 2.41 -2.42 -1.24 -0.568
C 0.17 -2.41 -0.35 0.638
O -0.67 -1.46 -0.15 -0.544
O 0.02 -3.62 -0.14 -0.619
```

***

C4BrClO2 in the gas phase in a non-equilibrium geometry. Source: OMol25; level of theory: the ωB97M-V functional and the def2-TZVPD basis.

Summary:
- Kohn-Sham gap (eV) = 8.1
- total charge = 0
- relative energy (zero: lowest compared OMol25 entry of this formula, charge and spin) (eV) = 1.752
- E_LUMO (hartree) = -0.03688

XYZ file:
```
8
Properties=species:S:1:pos:R:3:mulliken_charge:R:1
C 0.44 0.84 -0.35 -0.155
C -0.98 -0.02 0.51 -0.567
C 0.86 0.18 -1.40 0.667
C -0.28 -0.74 1.35 0.855
O 1.09 -0.59 -2.22 -0.318
O 0.45 -1.34 1.98 -0.305
Cl 1.02 2.14 0.51 -0.139
Br -2.60 -0.48 -0.39 -0.038
```